# 1
{"formula": "C3H3LiMnO2", "method": "the ωB97M-V functional and the def2-TZVPD basis", "orbital_gap_ev": [7.281, 7.591], "charge": 2, "spin_multiplicity": 6, "relative_energy_ev": 0.000, "e_lumo_ev": [-9.917, -10.246], "largest_force_ev_per_a": 7.34, "species": ["H", "O", "C", "C", "C", "O", "Mn", "Li", "H", "H"], "positions_angstrom": [[-2.42, 1.29, -0.52], [1.08, 0.14, 0.25], [0.11, -0.72, 0.45], [-0.19, -1.85, -0.19], [-1.36, 1.01, -0.45], [-1.30, -0.21, -0.08], [0.56, 1.91, -0.29], [2.81, -0.58, 0.10], [0.58, -2.38, -0.76], [-0.24, -2.29, 0.94]], "nbo_charge": [0.231, -1.009, 0.510, -0.342, -0.075, -0.390, 1.578, 0.978, 0.208, 0.310]}

# 2
{"formula": "C6H9NO", "method": "the ωB97M-V functional and the def2-TZVPD basis", "orbital_gap_ev": 9.507, "relative_energy_ev": 6.457, "e_lumo_ev": 0.911, "largest_force_ev_per_a": 5.40, "species": ["C", "C", "C", "C", "C", "C", "H", "H", "H", "H", "H", "H", "H", "H", "H", "N", "O"], "positions_angstrom": [[-0.19, -0.21, -1.36], [0.37, -1.17, -0.42], [1.01, -0.84, 0.92], [0.23, 0.37, 1.62], [-0.93, 0.77, 0.80], [-1.08, -0.37, -0.21], [0.85, 0.91, -2.96], [0.87, 1.55, -0.94], [-0.76, -0.71, -2.10], [0.17, -2.20, -0.47], [1.95, -0.45, 0.79], [0.81, -1.72, 1.68], [0.27, 0.56, 2.75], [-1.83, 1.46, 1.21], [-2.26, -0.60, -0.07], [0.27, 1.05, -1.83], [0.26, 1.59, 0.61]], "nbo_charge": [-0.092, -0.232, -0.425, 0.060, 0.028, -0.258, 0.352, 0.432, 0.216, 0.226, 0.223, 0.224, 0.214, 0.223, 0.233, -0.866, -0.561]}